Record 1
Formula: C20H60O10S10
Source: OMol25
Level of theory: ωB97M-V/def2-TZVPD

Each line ends with the Löwdin charge.
CARTESIAN COORDINATES (ANGSTROEM)
C: 1.201 1.755 -3.590  -0.296
S: 0.001 0.739 -4.460  0.834
O: -0.016 1.127 -5.916  -0.576
C: 0.993 -0.859 -4.450  -0.231
H: 2.213 1.385 -3.754  0.036
H: 1.128 1.727 -2.503  0.018
H: 1.141 2.822 -3.807  0.040
H: 1.143 -1.093 -3.396  0.018
H: 2.026 -0.809 -4.792  0.052
H: 0.368 -1.639 -4.884  0.036
C: 0.084 -0.974 -0.058  -0.252
S: -0.999 0.419 -0.627  0.904
O: -2.324 0.468 0.210  -0.596
C: 0.008 1.632 0.365  -0.250
H: 1.042 -0.836 -0.560  0.016
H: -0.356 -1.893 -0.444  0.032
H: 0.318 -1.031 1.005  0.022
H: -0.137 1.400 1.420  0.027
H: -0.438 2.604 0.152  0.007
H: 1.093 1.549 0.413  0.052
C: -1.437 4.832 1.231  -0.278
S: -3.199 4.897 0.808  0.845
O: -3.390 6.404 0.521  -0.574
C: -3.280 3.762 -0.604  -0.258
H: -1.175 3.901 1.734  0.030
H: -1.572 5.508 2.076  0.039
H: -0.748 5.177 0.461  0.059
H: -3.244 2.783 -0.126  0.019
H: -2.407 3.957 -1.227  0.050
H: -4.216 3.795 -1.162  0.055
C: 1.681 -4.439 0.330  -0.268
S: 2.694 -3.748 1.675  0.882
O: 2.891 -2.245 1.383  -0.603
C: 1.356 -3.707 2.997  -0.249
H: 0.801 -5.000 0.642  0.053
H: 2.362 -5.059 -0.253  0.037
H: 1.167 -3.753 -0.342  0.027
H: 0.932 -4.675 3.263  0.053
H: 0.543 -3.003 2.822  0.011
H: 1.847 -3.309 3.884  0.046
C: -6.841 -1.953 0.595  -0.265
S: -5.095 -2.492 0.489  0.830
O: -5.146 -3.960 0.233  -0.600
C: -4.511 -1.577 -1.177  -0.182
H: -7.277 -2.239 -0.362  0.050
H: -6.778 -0.890 0.829  0.045
H: -7.390 -2.379 1.435  0.050
H: -5.281 -1.265 -1.883  0.039
H: -3.756 -2.093 -1.770  0.028
H: -4.048 -0.654 -0.830  -0.010
C: 1.445 4.202 3.045  -0.281
S: 1.249 5.184 4.559  0.871
O: -0.238 5.087 4.974  -0.575
C: 2.007 4.009 5.787  -0.252
H: 1.113 3.164 3.038  0.054
H: 2.470 4.110 2.687  0.044
H: 0.789 4.746 2.365  0.012
H: 2.857 3.362 5.571  0.048
H: 1.240 3.287 6.067  0.046
H: 2.255 4.467 6.744  0.039
C: -1.871 -4.643 -4.544  -0.240
S: -1.290 -5.156 -2.851  0.813
O: -0.549 -3.960 -2.394  -0.588
C: -2.918 -5.255 -2.001  -0.240
H: -2.504 -3.761 -4.453  0.046
H: -2.355 -5.494 -5.023  0.049
H: -1.076 -4.236 -5.168  0.044
H: -2.647 -4.938 -0.993  0.042
H: -3.345 -6.257 -1.959  0.057
H: -3.554 -4.561 -2.550  0.036
C: 5.402 -1.491 -0.621  -0.258
S: 3.803 -1.352 -1.544  0.842
O: 4.041 -0.197 -2.568  -0.606
C: 4.140 -2.812 -2.695  -0.207
H: 6.246 -1.375 -1.301  0.051
H: 5.625 -2.458 -0.170  0.052
H: 5.340 -0.645 0.063  0.044
H: 3.487 -2.646 -3.552  0.039
H: 3.856 -3.707 -2.142  0.029
H: 5.216 -2.925 -2.827  0.049
C: -2.246 0.252 3.493  -0.207
S: -0.582 -0.574 3.808  0.798
O: 0.354 0.222 4.658  -0.570
C: -0.981 -2.021 4.940  -0.232
H: -2.749 0.533 4.419  0.055
H: -2.764 -0.478 2.872  0.041
H: -1.938 1.122 2.913  0.022
H: -1.937 -1.788 5.408  0.040
H: -0.156 -2.237 5.619  0.050
H: -1.050 -3.034 4.543  0.031
C: 3.170 4.449 -2.858  -0.263
S: 2.129 4.612 -1.335  0.888
O: 0.848 3.813 -1.537  -0.592
C: 3.226 3.483 -0.351  -0.240
H: 4.160 4.906 -2.873  0.056
H: 2.724 4.853 -3.766  0.055
H: 3.358 3.416 -3.150  0.038
H: 4.187 3.944 -0.122  0.058
H: 3.273 2.500 -0.820  0.048
H: 2.766 3.207 0.599  0.012

Summary:
molar mass: 781.36 g mol⁻¹
orbital gap: 8.299 eV
LUMO energy: 0.063 eV
relative energy (zero: lowest compared OMol25 entry of this formula, charge and spin): 102.5 kcal per mole

Record 2
Formula: C35H53BN5O2Re
Source: OMol25
Level of theory: ωB97M-V/def2-TZVPD

Each line ends with the Löwdin spin population.
CARTESIAN COORDINATES (ANGSTROEM)
Re: 1.541 0.910 -0.167  0.696
C: 4.311 2.490 -1.539  -0.001
O: 3.719 1.326 -0.920  -0.001
C: 4.582 0.751 0.069  0.001
C: 4.205 -0.695 0.198  0.001
O: 2.759 -0.784 0.317  0.043
C: 2.365 -2.136 0.646  0.001
H: 4.472 3.270 -0.794  0.000
H: 3.633 2.845 -2.306  0.000
H: 5.258 2.203 -1.994  0.000
H: 4.467 1.288 1.015  0.001
H: 5.624 0.827 -0.249  0.000
H: 4.663 -1.130 1.089  0.001
H: 4.502 -1.272 -0.680  0.000
H: 2.773 -2.401 1.621  0.001
H: 2.745 -2.809 -0.124  0.000
H: 1.286 -2.167 0.678  0.000
C: 2.044 0.442 4.123  0.001
C: 0.570 0.084 4.332  0.000
C: -0.387 1.164 3.845  0.000
C: 0.332 -1.326 3.818  0.000
C: 0.758 -2.333 4.686  0.000
C: 0.578 -3.673 4.411  0.000
C: -0.044 -4.046 3.236  0.000
C: -0.485 -3.103 2.317  0.001
C: -1.136 -3.654 1.049  0.000
C: -2.506 -4.267 1.364  0.000
C: -0.252 -4.699 0.358  0.000
C: -0.274 -1.735 2.625  0.001
N: -0.823 -0.811 1.623  0.010
B: -0.215 -0.038 0.438  0.012
N: -1.461 -0.031 -0.513  0.000
C: -2.515 -0.386 0.169  0.035
C: -2.117 -0.879 1.460  0.027
C: -1.531 0.436 -1.869  -0.001
C: -0.568 -0.067 -2.765  -0.001
C: -0.614 0.367 -4.080  0.001
C: -1.565 1.285 -4.495  -0.003
C: -2.502 1.762 -3.599  0.001
C: -2.532 1.344 -2.270  -0.002
C: -3.661 1.859 -1.392  0.001
C: -3.947 3.351 -1.588  0.000
C: -4.948 1.066 -1.675  0.000
C: 0.406 -1.171 -2.394  0.002
C: -0.163 -2.532 -2.814  0.000
C: 1.803 -0.966 -2.985  0.002
H: 2.285 1.401 4.583  0.000
H: 2.284 0.489 3.057  0.001
H: 2.691 -0.312 4.571  0.000
H: 0.414 0.020 5.411  0.000
H: -0.213 1.432 2.805  0.000
H: -0.255 2.064 4.448  0.000
H: -1.427 0.855 3.959  0.000
H: 1.208 -2.040 5.627  0.000
H: 0.899 -4.422 5.121  0.000
H: -0.195 -5.096 3.025  0.000
H: -1.299 -2.854 0.320  0.000
H: -2.398 -5.139 2.008  0.000
H: -2.995 -4.595 0.447  0.000
H: -3.171 -3.571 1.877  0.000
H: -0.218 -5.625 0.930  0.000
H: 0.774 -4.358 0.221  0.000
H: -0.662 -4.944 -0.622  0.000
H: -3.514 -0.429 -0.235  0.001
H: -2.773 -1.306 2.205  0.001
H: 0.086 -0.029 -4.802  0.000
H: -1.589 1.611 -5.526  0.000
H: -3.255 2.456 -3.947  0.000
H: -3.388 1.732 -0.339  0.000
H: -4.464 3.544 -2.526  0.000
H: -3.036 3.947 -1.584  0.000
H: -4.597 3.711 -0.791  0.000
H: -5.348 1.352 -2.648  0.000
H: -5.710 1.283 -0.926  0.000
H: -4.798 -0.014 -1.719  0.000
H: 0.499 -1.215 -1.297  0.001
H: -0.368 -2.535 -3.886  0.000
H: -1.097 -2.754 -2.295  0.000
H: 0.548 -3.330 -2.602  0.000
H: 1.801 -1.111 -4.065  0.000
H: 2.504 -1.691 -2.570  0.000
H: 2.204 0.039 -2.806  0.001
N: 2.263 3.143 1.879  0.074
C: 1.931 2.288 1.172  0.041
H: 2.517 3.857 2.536  0.002
C: -1.052 3.485 0.460  0.003
C: -0.369 3.341 -0.849  0.012
N: 0.556 2.447 -1.212  0.017
C: 0.926 2.761 -2.517  0.006
C: 0.230 3.842 -2.928  0.003
N: -0.565 4.193 -1.865  0.003
H: -1.007 2.555 1.020  0.001
H: -2.093 3.773 0.319  0.000
H: -0.573 4.260 1.061  0.000
H: 1.625 2.166 -3.077  0.001
H: 0.230 4.380 -3.859  0.000
H: -1.196 4.981 -1.841  0.000

Summary:
net charge: +3
molar mass: 772.86 g mol⁻¹
orbital gap (alpha / beta): 5.321 / 5.472 eV
LUMO energy (alpha / beta): -11.020 / -10.872 eV
relative energy (zero: lowest compared OMol25 entry of this formula, charge and spin): 17.0 kcal per mole
2S+1: 2

Record 3
Formula: C38H29IrN6O8S
Source: OMol25
Level of theory: ωB97M-V/def2-TZVPD

Each line ends with the Löwdin spin population.
CARTESIAN COORDINATES (ANGSTROEM)
Ir: 0.098 -0.455 -1.576  0.112
C: -4.359 -3.580 -0.728  0.103
C: -3.432 -4.476 -1.256  -0.003
C: -2.110 -4.114 -1.388  0.074
C: -1.693 -2.829 -0.988  0.035
C: -2.644 -1.919 -0.493  0.079
C: -3.960 -2.302 -0.349  -0.006
N: -0.385 -2.391 -1.112  0.339
C: 0.728 -3.192 -0.899  -0.003
C: 0.725 -4.487 -0.357  0.069
C: 1.917 -5.166 -0.194  -0.016
C: 3.136 -4.592 -0.561  0.080
C: 3.173 -3.295 -1.035  -0.011
C: 1.983 -2.604 -1.162  0.061
N: 1.891 -1.242 -1.526  -0.007
N: 2.910 -0.529 -1.679  0.049
C: 2.591 0.773 -2.079  0.001
C: 3.599 1.668 -2.366  0.013
C: 3.254 2.892 -2.919  -0.001
C: 1.923 3.166 -3.174  0.014
C: 0.954 2.243 -2.809  -0.002
N: 1.280 1.082 -2.247  0.010
H: -5.396 -3.873 -0.633  0.005
H: -3.752 -5.457 -1.580  -0.002
H: -1.410 -4.786 -1.864  0.002
H: -2.319 -0.928 -0.203  0.002
H: -4.680 -1.603 0.055  -0.002
H: -0.202 -4.951 -0.057  0.004
H: 1.902 -6.163 0.224  -0.002
H: 4.055 -5.154 -0.457  0.004
H: 4.101 -2.804 -1.296  -0.002
H: 4.620 1.376 -2.168  0.000
H: 4.021 3.612 -3.171  0.000
H: 1.622 4.087 -3.653  0.001
H: -0.098 2.427 -2.969  0.000
O: -3.281 0.055 -3.979  -0.001
C: -2.489 0.368 -3.125  0.001
O: -1.456 -0.393 -2.827  -0.005
C: -2.659 1.628 -2.345  0.001
C: -3.654 2.518 -2.709  0.000
C: -3.812 3.700 -2.011  0.000
C: -2.943 4.060 -1.000  0.000
C: -1.931 3.186 -0.681  0.000
C: -1.814 1.909 -1.263  0.000
O: -0.975 1.048 -0.733  -0.002
N: -0.936 3.616 0.308  0.000
O: 0.236 3.408 0.048  0.000
O: -1.329 4.195 1.298  0.000
N: -4.912 4.609 -2.357  0.000
O: -5.008 5.635 -1.712  0.000
O: -5.652 4.275 -3.257  0.000
H: -4.312 2.277 -3.532  0.000
H: -3.040 5.009 -0.493  0.000
O: 0.525 -0.398 0.623  0.003
S: 1.350 -1.232 1.618  0.002
C: 0.131 -1.979 2.725  0.001
C: -0.710 -1.014 3.519  0.000
C: -1.493 -0.039 2.898  0.000
C: -2.296 0.797 3.660  0.000
C: -2.332 0.666 5.042  0.000
C: -1.552 -0.296 5.663  0.000
C: -0.737 -1.126 4.905  0.000
C: 2.060 0.036 2.682  0.000
C: 3.089 0.782 1.872  0.000
C: 2.832 2.082 1.459  0.000
C: 3.782 2.779 0.724  0.001
C: 4.985 2.175 0.392  0.000
C: 5.229 0.857 0.765  0.000
C: 4.279 0.161 1.495  0.000
H: 0.718 -2.630 3.377  0.000
H: -0.470 -2.606 2.060  0.000
H: -1.454 0.083 1.825  0.000
H: -2.904 1.547 3.171  0.000
H: -2.961 1.318 5.634  0.000
H: -1.581 -0.408 6.739  0.000
H: -0.127 -1.877 5.396  0.000
H: 2.495 -0.483 3.539  0.000
H: 1.231 0.671 2.992  0.000
H: 1.893 2.556 1.710  0.000
H: 3.576 3.798 0.420  0.000
H: 5.739 2.730 -0.153  0.000
H: 6.163 0.379 0.499  0.000
H: 4.466 -0.867 1.789  0.000

Summary:
net charge: +1
molar mass: 921.97 g mol⁻¹
orbital gap (alpha / beta): 5.988 / 5.292 eV
LUMO energy (alpha / beta): -4.940 / -5.669 eV
relative energy (zero: lowest compared OMol25 entry of this formula, charge and spin): 22.3 kcal per mole
2S+1: 2

Record 4
Formula: C3H11NO
Source: OMol25
Level of theory: ωB97M-V/def2-TZVPD

Each line ends with the natural charge from an NBO analysis.
CARTESIAN COORDINATES (ANGSTROEM)
C: -0.832 0.839 -2.170  -0.641
C: -0.046 -0.398 -1.563  -0.017
O: -0.268 -0.366 -0.129  -0.687
C: -1.127 -0.298 1.128  -0.208
H: -0.211 1.721 -2.158  0.208
H: -1.803 1.072 -1.734  0.214
H: -1.166 0.603 -3.192  0.203
H: -0.494 -1.301 -2.089  0.156
H: 1.108 -0.513 -1.775  0.195
H: -1.204 -1.337 1.559  0.194
H: -0.601 0.452 1.730  0.196
H: -2.086 0.053 0.731  0.187
N: 2.213 0.047 2.656  -1.080
H: 2.746 -0.847 2.823  0.362
H: 1.232 -0.176 2.466  0.355
H: 2.538 0.451 1.717  0.362

Summary:
molar mass: 77.13 g mol⁻¹
SMILES string: CCOC.N
orbital gap: 10.210 eV
LUMO energy: 0.894 eV
relative energy (zero: lowest compared OMol25 entry of this formula, charge and spin): 66.5 kcal per mole

Record 5
Formula: C5H6N2O4
Source: OMol25
Level of theory: ωB97M-V/def2-TZVPD

Each line ends with the natural charge from an NBO analysis.
CARTESIAN COORDINATES (ANGSTROEM)
O: -0.927 2.051 2.001  -0.510
C: -0.795 1.173 1.191  0.645
C: -1.688 1.037 -0.015  -0.316
C: -1.428 0.309 -1.088  -0.103
C: -0.307 -0.592 -1.485  -0.278
N: 0.943 -0.457 -0.878  -0.155
O: 1.899 -1.238 -1.551  -0.539
C: 1.135 -0.409 0.474  0.726
O: 2.187 -0.871 0.935  -0.654
N: 0.236 0.142 1.414  -0.223
O: 0.441 -0.087 2.743  -0.484
H: -2.513 1.796 -0.130  0.249
H: -2.168 0.253 -1.834  0.213
H: -0.106 -0.420 -2.535  0.237
H: -0.685 -1.610 -1.364  0.210
H: 2.518 -1.481 -0.858  0.502
H: 1.257 0.404 2.977  0.479

Summary:
molar mass: 158.11 g mol⁻¹
SMILES string: O=C1C=CCN(O)C(=O)N1O
orbital gap: 9.592 eV
LUMO energy: -0.005 eV
relative energy (zero: lowest compared OMol25 entry of this formula, charge and spin): 92.8 kcal per mole

Record 6
Formula: C27H43Cl34F5INP
Source: OMol25
Level of theory: ωB97M-V/def2-TZVPD

Each line ends with the Löwdin charge.
CARTESIAN COORDINATES (ANGSTROEM)
C: -5.053 3.962 3.698  -0.023
C: -4.244 3.213 3.172  -0.330
P: -2.905 1.945 2.680  0.133
N: -4.137 0.810 2.013  -0.212
I: -2.996 0.838 4.961  0.282
C: -2.702 2.800 0.939  -0.507
F: -2.412 4.179 1.016  -0.091
F: -3.836 2.646 0.118  -0.036
C: -1.414 2.070 0.264  -0.101
C: -0.043 2.536 0.753  -0.002
C: 1.193 1.890 0.194  -0.099
C: 1.011 0.810 -0.792  -0.028
C: -0.321 0.355 -1.273  -0.088
C: -0.480 -0.812 -2.299  -0.446
F: -0.615 -0.419 -3.608  0.115
F: -1.582 -1.571 -1.896  0.076
F: 0.621 -1.682 -2.146  0.029
C: -1.561 0.980 -0.758  0.039
H: -5.775 4.500 4.357  0.023
H: -1.885 0.968 2.343  -0.035
H: -1.901 2.869 3.129  -0.118
H: -4.386 0.105 2.713  -0.086
H: -3.723 0.334 1.198  0.017
H: 0.057 3.354 1.537  0.014
H: 2.209 2.232 0.565  -0.051
H: 1.894 0.273 -1.221  0.039
H: -2.609 0.697 -1.076  0.088
C: 3.787 -1.978 -2.928  -0.990
Cl: 4.326 -3.595 -2.457  0.491
Cl: 4.278 -0.770 -1.737  0.517
H: 4.227 -1.724 -3.889  -0.002
H: 2.702 -1.978 -3.006  0.009
C: 3.559 -3.649 1.531  -1.044
Cl: 2.258 -3.146 0.448  0.526
Cl: 4.198 -2.276 2.443  0.466
H: 3.172 -4.387 2.229  -0.063
H: 4.362 -4.086 0.940  0.015
C: 7.988 -1.807 -0.347  -1.021
Cl: 6.621 -1.853 0.772  0.474
Cl: 9.437 -2.520 0.376  0.495
H: 7.729 -2.368 -1.242  0.016
H: 8.196 -0.772 -0.607  0.025
C: 5.665 3.136 0.203  -0.981
Cl: 5.660 4.903 0.202  0.509
Cl: 4.039 2.488 -0.056  0.627
H: 6.315 2.785 -0.595  0.025
H: 6.035 2.784 1.163  0.031
C: 6.662 -4.402 -5.822  -0.997
Cl: 5.356 -3.908 -6.908  0.528
Cl: 7.300 -3.026 -4.915  0.497
H: 6.276 -5.137 -5.120  0.024
H: 7.464 -4.839 -6.411  0.028
C: -6.504 1.626 -1.748  -1.003
Cl: -5.218 0.740 -2.576  0.532
Cl: -7.973 1.695 -2.734  0.506
H: -6.731 1.125 -0.810  0.036
H: -6.163 2.639 -1.551  0.026
C: -7.466 -2.104 -2.100  -1.017
Cl: -8.855 -2.174 -1.009  0.506
Cl: -6.017 -2.773 -1.340  0.520
H: -7.691 -2.679 -2.995  0.015
H: -7.277 -1.067 -2.365  -0.050
C: -3.483 7.358 0.437  -1.003
Cl: -3.161 7.763 2.125  0.505
Cl: -2.779 8.559 -0.658  0.522
H: -3.049 6.384 0.221  0.012
H: -4.558 7.326 0.281  0.031
C: -4.830 -5.320 -3.576  -1.086
Cl: -3.275 -5.692 -4.333  0.496
Cl: -6.023 -4.811 -4.779  0.505
H: -5.196 -6.206 -3.071  -0.054
H: -4.690 -4.516 -2.858  -0.036
C: 0.359 5.911 3.812  -0.960
Cl: -0.749 4.750 3.075  0.648
Cl: 1.846 6.083 2.866  0.479
H: -0.133 6.879 3.872  0.021
H: 0.618 5.566 4.811  0.031
C: -4.769 -6.484 0.168  -1.014
Cl: -3.470 -7.360 -0.648  0.498
Cl: -6.236 -6.444 -0.818  0.546
H: -4.990 -6.978 1.110  0.014
H: -4.443 -5.463 0.353  0.030
C: 3.018 -4.490 5.709  -1.001
Cl: 3.802 -5.299 4.345  0.544
Cl: 1.787 -5.522 6.445  0.506
H: 3.771 -4.251 6.455  0.029
H: 2.547 -3.577 5.353  0.032
C: -1.143 -8.429 2.455  -1.017
Cl: -2.213 -7.024 2.465  0.509
Cl: -2.028 -9.914 2.824  0.496
H: -0.694 -8.522 1.469  0.026
H: -0.367 -8.285 3.203  0.025
C: -4.836 -3.271 5.421  -1.030
Cl: -5.313 -1.885 4.437  0.463
Cl: -4.572 -2.804 7.106  0.483
H: -5.624 -4.019 5.382  0.019
H: -3.913 -3.685 5.022  0.024
C: -0.719 8.928 -3.539  -1.052
Cl: 0.526 8.011 -4.395  0.498
Cl: -2.215 9.012 -4.477  0.486
H: -0.926 8.441 -2.590  -0.036
H: -0.356 9.938 -3.365  0.027
C: 6.418 7.098 3.549  -1.026
Cl: 6.394 8.867 3.557  0.494
Cl: 4.803 6.434 3.287  0.456
H: 7.073 6.758 2.749  0.016
H: 6.792 6.746 4.507  0.024
C: 6.100 -0.387 -7.124  -1.050
Cl: 6.391 -0.003 -5.425  0.481
Cl: 6.828 0.821 -8.191  0.506
H: 6.534 -1.359 -7.344  -0.026
H: 5.027 -0.413 -7.301  0.030

Summary:
net charge: -1
molar mass: 1839.92 g mol⁻¹
orbital gap: 6.649 eV
LUMO energy: 1.364 eV

Q: Among the records above, which one has the lowest molar mass?
A: C3H11NO